(1)
C27H43BrHgN2O2P2 | ωB97M-V with the def2-TZVPD basis set

Output
ΔE to the lowest compared entry with this formula, charge and spin ... 0.0 kcal/mol
HOMO energy (alpha / beta) ... -0.463 / -0.465 Eh
Kohn-Sham gap (alpha / beta) ... 4.341 / 3.687 eV
LUMO energy (alpha / beta) ... -8.26 / -8.96 eV
Total charge ... +2

Geometry (Å):
Hg (-0.356, -0.535, -0.691)
Br (-1.430, -2.367, 0.734)
P (-2.483, -3.190, -3.942)
P (2.032, -1.131, -1.273)
O (1.920, 1.150, 1.815)
O (-0.332, 1.169, 1.493)
N (1.950, 2.475, 3.852)
N (-1.060, 7.882, -8.534)
C (-0.635, 4.956, -5.523)
C (-0.247, -4.830, -4.201)
C (-0.604, 7.317, -6.255)
C (-1.645, 2.323, -3.582)
C (-0.586, 1.231, -1.778)
C (-1.682, 1.308, -2.628)
C (2.954, -0.492, -3.918)
C (-4.395, -3.560, -1.926)
C (-3.020, -2.958, -2.211)
C (0.430, 3.208, -2.602)
C (-0.503, 4.176, -4.597)
C (3.315, 0.072, -0.812)
C (4.745, -0.473, -0.761)
C (-0.576, 3.235, -3.578)
C (3.301, -3.688, -1.013)
C (-0.656, -3.393, -3.869)
C (-0.757, 8.250, -7.291)
C (0.724, 1.487, 2.078)
C (0.409, 2.192, -1.652)
C (-2.997, -1.650, -6.219)
C (0.583, 2.425, 3.291)
C (-1.223, 6.594, -8.829)
C (2.383, -2.665, -0.349)
C (1.973, -1.328, -3.095)
C (-0.772, 5.955, -6.549)
C (-2.719, -1.535, -4.715)
C (-1.089, 5.585, -7.863)
H (1.214, 3.969, -2.624)
H (4.871, -1.225, 0.027)
H (2.731, -0.644, -4.983)
H (-0.124, 2.026, 4.026)
H (-5.198, -2.920, -2.307)
H (-4.539, -3.665, -0.845)
H (0.816, -4.883, -4.465)
H (-0.624, 9.311, -7.072)
H (-1.229, 4.532, -8.113)
H (2.062, -2.401, -3.331)
H (-0.218, -2.689, -4.593)
H (-0.820, -5.228, -5.047)
H (1.964, 1.951, 4.719)
H (-0.413, -5.499, -3.348)
H (1.161, 2.155, -0.857)
H (1.398, -3.112, -0.127)
H (-0.360, 7.627, -5.237)
H (-3.730, -2.439, -6.430)
H (4.303, -3.289, -1.204)
H (-1.467, 6.314, -9.855)
H (-4.510, -4.550, -2.381)
H (-3.014, -1.881, -2.004)
H (5.058, -0.910, -1.718)
H (3.005, 0.461, 0.178)
H (-0.332, -3.111, -2.855)
H (4.000, -0.788, -3.751)
H (0.271, 3.428, 3.005)
H (2.840, 0.582, -3.708)
H (2.223, 3.435, 4.067)
H (-3.398, -0.707, -6.605)
H (5.435, 0.349, -0.540)
H (2.541, 2.014, 3.095)
H (3.420, -4.549, -0.346)
H (2.803, -2.348, 0.622)
H (-2.260, -3.434, -1.578)
H (0.946, -1.027, -3.372)
H (2.884, -4.061, -1.953)
H (-3.581, -1.082, -4.203)
H (3.256, 0.918, -1.516)
H (-2.086, -1.880, -6.782)
H (-2.409, 2.419, -4.351)
H (-2.522, 0.610, -2.585)
H (-1.823, -0.927, -4.522)

Here are the Löwdin charges for atoms 1 to 5, given in e:
1 Hg 0.834
2 Br 0.003
3 P 1.228
4 P 0.944
5 O -0.069


(2)
C27H43BrN2P2Re | ωB97M-V with the def2-TZVPD basis set

Output
ΔE to the lowest compared entry with this formula, charge and spin ... 0.0 kcal/mol
HOMO energy (alpha / beta) ... -0.629 / -0.621 Eh
Kohn-Sham gap (alpha / beta) ... 2.555 / 2.503 eV
LUMO energy (alpha / beta) ... -14.55 / -14.39 eV
Total charge ... +4
Spin multiplicity ... 4

Geometry (Å):
Re (-0.572, 0.112, -1.254)
Br (2.225, 2.955, 0.736)
P (4.668, -0.633, -1.343)
P (-0.598, -2.116, -1.376)
N (-0.869, 0.125, 0.531)
N (-6.143, 4.441, -6.116)
C (5.531, 1.980, -1.254)
C (4.057, -1.641, 0.032)
C (0.875, 2.460, -0.604)
C (-1.533, 2.671, -0.973)
C (-1.213, 0.191, 1.653)
C (-2.407, -2.027, -1.894)
C (-3.605, 2.841, -3.037)
C (-4.750, 2.654, -5.308)
C (-0.179, 1.477, -2.704)
C (-5.343, 4.465, -3.856)
C (3.953, -1.225, -2.909)
C (-6.083, 5.015, -4.911)
C (-0.522, -3.440, -0.086)
C (0.963, 1.754, -1.832)
C (4.262, 1.118, -1.122)
C (-1.544, -4.604, -0.171)
C (-1.465, 1.994, -2.209)
C (-5.542, 3.267, -6.295)
C (0.038, -2.264, -4.078)
C (5.172, -1.725, 1.079)
C (-3.301, -1.455, -0.812)
C (-2.629, 1.913, -3.090)
C (4.919, -2.271, -3.512)
C (-4.560, 3.297, -4.072)
C (0.327, -2.952, -2.750)
C (-1.288, 0.416, 3.072)
C (-0.394, 2.863, -0.207)
H (-0.631, -2.944, 0.893)
H (6.381, 1.517, -0.742)
H (-4.247, 1.710, -5.532)
H (-4.091, -0.854, -1.278)
H (-0.471, 3.368, 0.734)
H (-0.356, 0.079, 3.534)
H (4.628, -2.523, -4.533)
H (-5.347, 5.009, -2.916)
H (3.816, 1.239, -0.121)
H (-2.784, -0.786, -0.119)
H (-1.506, -5.137, -1.135)
H (3.898, -0.342, -3.578)
H (-5.654, 2.806, -7.287)
H (1.395, -2.840, -2.480)
H (-3.699, 3.498, -2.174)
H (-2.477, 3.107, -0.643)
H (-3.762, -2.229, -0.192)
H (-6.626, 5.974, -4.813)
H (4.947, -3.209, -2.946)
H (1.943, 1.564, -2.268)
H (2.941, -1.630, -2.727)
H (5.411, 2.982, -0.841)
H (0.350, -1.214, -4.079)
H (-2.587, 1.212, -3.903)
H (0.124, -4.039, -2.787)
H (5.290, -0.807, 1.653)
H (-0.069, 0.992, -3.691)
H (4.987, -2.490, 1.822)
H (-1.360, -5.367, 0.608)
H (0.498, -3.875, -0.108)
H (0.561, -2.767, -4.896)
H (-1.433, 1.484, 3.258)
H (-2.147, -0.131, 3.494)
H (3.826, -2.638, -0.371)
H (5.945, -1.875, -3.546)
H (-2.411, -1.362, -2.769)
H (-1.026, -2.269, -4.334)
H (-2.739, -3.008, -2.244)
H (6.146, -1.963, 0.642)
H (-2.582, -4.261, -0.039)
H (5.832, 2.107, -2.296)
H (3.132, -1.177, 0.414)
H (3.508, 1.432, -1.856)

Here are the Löwdin charges for atoms 1 to 5, given in e:
1 Re 1.249
2 Br 0.951
3 P 1.146
4 P 0.828
5 N -0.100


(3)
C27H43BrN3O7PS5 | ωB97M-V with the def2-TZVPD basis set

Output
HOMO energy ... -0.282 Eh
Kohn-Sham gap ... 7.075 eV
LUMO energy ... -0.60 eV
Total charge ... 0

Geometry (Å):
Br (3.265, -2.788, 3.114)
S (-3.074, -1.633, 3.248)
S (-8.318, 4.262, -2.797)
S (7.037, -2.809, -0.347)
S (-4.263, 2.661, 0.780)
S (-0.955, 0.644, -1.937)
P (-0.540, 0.754, -0.025)
O (6.125, -3.864, 0.035)
O (-3.703, 3.609, 1.712)
O (0.576, -4.456, 4.937)
O (-8.658, 4.883, -1.540)
O (-3.430, 1.841, -0.068)
O (-8.193, 2.833, -2.936)
O (6.570, -1.558, -0.887)
N (-2.058, -2.928, 3.220)
N (0.152, -4.818, 2.598)
N (-2.270, -0.695, 2.168)
C (8.128, -2.479, 1.029)
C (1.843, -1.268, -0.709)
C (9.294, -3.440, 0.825)
C (4.615, 0.908, 0.914)
C (-6.743, 2.352, 1.568)
C (3.921, 1.060, 2.322)
C (-5.489, 3.498, -0.225)
C (-6.838, 2.863, 0.126)
C (-8.755, 6.129, -4.584)
C (0.334, -4.631, 3.809)
C (0.975, -3.071, 1.032)
C (3.522, 0.598, -0.165)
C (-1.080, -2.673, 2.374)
C (-9.436, 4.873, -4.050)
C (-7.272, 5.768, -4.731)
C (-5.412, 1.611, 1.658)
C (9.616, -3.392, -0.673)
C (-1.205, -1.342, 1.723)
C (2.096, -4.065, 0.691)
C (8.288, -3.497, -1.432)
C (3.478, -3.783, 1.403)
C (3.291, -0.956, -0.176)
C (4.192, -5.131, 1.790)
C (-6.844, 5.053, -3.446)
C (-0.222, -0.916, 0.726)
C (0.051, -3.496, 1.971)
C (0.854, -1.732, 0.364)
H (4.372, 0.375, 3.063)
H (5.276, -4.978, 1.926)
H (1.792, -5.070, 1.055)
H (5.192, 1.807, 0.626)
H (-6.748, 3.197, 2.261)
H (10.299, -4.190, -0.965)
H (-5.457, 0.656, 1.134)
H (10.154, -3.160, 1.433)
H (-5.241, 3.365, -1.276)
H (-9.517, 4.110, -4.824)
H (-6.658, 6.650, -4.913)
H (2.554, 1.096, 0.048)
H (-7.144, 5.099, -5.585)
H (3.861, 0.949, -1.161)
H (-10.413, 5.067, -3.611)
H (4.011, -1.418, -0.883)
H (4.091, -5.804, 0.908)
H (10.102, -2.443, -0.911)
H (-7.580, 1.702, 1.823)
H (-9.190, 6.448, -5.531)
H (-6.483, 5.757, -2.697)
H (2.833, 0.837, 2.275)
H (-7.649, 3.576, 0.003)
H (4.161, -3.246, 0.727)
H (-1.680, 1.307, 0.607)
H (3.737, -5.620, 2.674)
H (8.996, -4.453, 1.106)
H (8.307, -2.931, -2.361)
H (5.314, 0.048, 1.006)
H (-5.467, 4.557, 0.031)
H (8.454, -1.441, 0.952)
H (-6.086, 4.296, -3.638)
H (4.022, 2.114, 2.647)
H (2.272, -4.171, -0.397)
H (-8.866, 6.948, -3.868)
H (7.598, -2.636, 1.967)
H (1.444, -0.356, -1.188)
H (1.912, -2.058, -1.486)
H (-7.035, 2.024, -0.545)
H (-5.069, 1.463, 2.681)
H (0.559, 1.603, 0.267)
H (3.482, -1.326, 0.846)
H (8.024, -4.534, -1.635)

Here are the Löwdin charges for atoms 1 to 5, given in e:
1 Br 0.748
2 S 1.000
3 S 0.662
4 S 0.681
5 S 0.668


> Look up the total charge of the second one.

+4